{
  "formula": "C46H62N5O5Ti",
  "method": "wB97M-V/def2-TZVPD",
  "multiplicity": 1,
  "e_lumo_ev": -3.63,
  "e_homo_ev": -9.3,
  "charge": 1,
  "fmax_ev_per_a": 0.64,
  "relative_energy_kcal_mol": 0.00,
  "elements": ["Ti", "C", "C", "C", "C", "C", "C", "C", "N", "C", "C", "C", "C", "C", "C", "C", "C", "C", "C", "N", "C", "C", "C", "N", "C", "C", "C", "C", "C", "C", "C", "C", "C", "C", "C", "C", "C", "C", "N", "C", "C", "H", "H", "H", "H", "H", "H", "H", "H", "H", "H", "H", "H", "H", "H", "H", "H", "H", "H", "H", "H", "H", "H", "H", "H", "H", "H", "H", "H", "H", "H", "H", "H", "H", "H", "H", "H", "H", "H", "H", "H", "H", "H", "H", "H", "C", "O", "C", "C", "O", "C", "C", "O", "C", "H", "H", "H", "H", "H", "H", "H", "H", "H", "H", "H", "H", "H", "H", "O", "C", "C", "C", "C", "O", "N", "H", "H", "H", "H"],
  "xyz": [[-0.1592, 0.0240, -0.1902], [-2.6598, 5.3013, 2.4018], [-2.8204, 4.8654, 0.9435], [-2.6295, 3.3938, 0.7558], [-3.5837, 2.4264, 0.6381], [-5.0722, 2.5756, 0.6639], [-5.6550, 2.4299, 2.0706], [-2.8870, 1.1755, 0.5762], [-1.5273, 1.3595, 0.6136], [-1.3620, 2.7268, 0.7290], [-0.1499, 3.3641, 0.8261], [1.0793, 2.7552, 0.7285], [2.3300, 3.4425, 0.8531], [2.4874, 4.8735, 1.2572], [2.3072, 5.0845, 2.7616], [3.3009, 2.5294, 0.5753], [2.6301, 1.2875, 0.3383], [3.2719, 0.0889, 0.1046], [2.6537, -1.1307, 0.1322], [1.2928, -1.3232, 0.3421], [1.1711, -2.6797, 0.5420], [-0.0071, -3.3217, 0.8401], [-1.2323, -2.7099, 0.9037], [-1.4525, -1.3706, 0.6801], [-2.8258, -1.2449, 0.7440], [-3.5004, -0.0622, 0.6113], [-3.4632, -2.5108, 1.0244], [-2.4653, -3.4226, 1.1504], [-2.4579, -4.8914, 1.4661], [-3.7965, -5.5714, 1.7147], [-4.9493, -2.6312, 1.1782], [-5.4301, -2.2391, 2.5764], [2.4352, -3.3439, 0.4162], [3.3541, -2.3828, 0.1336], [4.8295, -2.5354, -0.0607], [5.6160, -2.3883, 1.2434], [2.6498, -4.8122, 0.6001], [2.6985, -5.2276, 2.0721], [1.2693, 1.4183, 0.4499], [4.7837, 2.7180, 0.5643], [5.4409, 2.3348, 1.8912], [-2.8085, 6.3758, 2.5051], [-1.6661, 5.0595, 2.7820], [-3.3842, 4.7958, 3.0409], [-2.1165, 5.4134, 0.3118], [-3.8143, 5.1423, 0.5875], [-5.3410, 3.5504, 0.2522], [-5.5281, 1.8406, -0.0043], [-6.7407, 2.5213, 2.0564], [-5.2585, 3.1968, 2.7365], [-5.4023, 1.4602, 2.5030], [-0.1634, 4.4345, 0.9821], [1.7744, 5.4975, 0.7108], [3.4755, 5.2223, 0.9521], [1.3169, 4.7638, 3.0893], [2.4284, 6.1347, 3.0262], [3.0397, 4.5053, 3.3247], [4.3480, 0.1050, -0.0044], [0.0357, -4.3870, 1.0137], [-4.5803, -0.0862, 0.6367], [-1.8177, -5.0412, 2.3416], [-1.9508, -5.4105, 0.6459], [-4.3594, -5.0882, 2.5132], [-3.6296, -6.6058, 2.0135], [-4.4150, -5.5888, 0.8181], [-5.2678, -3.6430, 0.9469], [-5.4330, -1.9995, 0.4287], [-6.5150, -2.3106, 2.6507], [-5.1390, -1.2167, 2.8237], [-4.9942, -2.8915, 3.3340], [5.1821, -1.8042, -0.7930], [5.0299, -3.5137, -0.5023], [5.3213, -3.1542, 1.9611], [6.6869, -2.4839, 1.0669], [5.4322, -1.4179, 1.7075], [3.5816, -5.0970, 0.1077], [1.8623, -5.3667, 0.0823], [3.5115, -4.7209, 2.5926], [2.8512, -6.3021, 2.1693], [1.7727, -4.9697, 2.5884], [5.0074, 3.7602, 0.3296], [5.2226, 2.1358, -0.2509], [5.0558, 2.9500, 2.7052], [6.5215, 2.4687, 1.8477], [5.2368, 1.2930, 2.1454], [0.0585, -4.0171, -2.5904], [0.7473, -2.8009, -2.3670], [1.2414, -2.2597, -3.5672], [2.3166, -1.2373, -3.3125], [1.7929, 0.0189, -2.8995], [2.6784, 1.0886, -3.2283], [1.9366, 2.3822, -3.4472], [1.8164, 3.0869, -2.2367], [1.0081, 4.2312, -2.3838], [0.7484, -4.7864, -2.9566], [-0.7546, -3.8916, -3.3107], [-0.3751, -4.3286, -1.6434], [0.4290, -1.8147, -4.1612], [1.6914, -3.0542, -4.1785], [2.8632, -1.1048, -4.2532], [3.0239, -1.6227, -2.5682], [3.2063, 0.8347, -4.1532], [3.4302, 1.2204, -2.4422], [0.9496, 2.1674, -3.8757], [2.4916, 2.9898, -4.1759], [-0.0240, 3.9512, -2.6211], [1.0222, 4.7690, -1.4379], [1.3932, 4.8923, -3.1692], [-2.4015, -2.4463, -2.0873], [-2.1436, -1.3309, -2.4441], [-2.7757, -0.5853, -3.6209], [-2.2246, 0.8412, -3.5426], [-1.2406, 0.7441, -2.4135], [-0.5223, 1.6120, -1.9018], [-1.2082, -0.4770, -1.8464], [-3.8592, -0.6447, -3.5325], [-2.4984, -1.1018, -4.5400], [-2.9774, 1.5866, -3.2826], [-1.7239, 1.1854, -4.4475]],
  "lowdin_charge": [1.33, -0.07, -0.18, -0.11, -0.11, -0.18, -0.07, -0.21, 0.04, -0.20, 0.07, -0.21, -0.13, -0.18, -0.07, -0.12, -0.22, 0.06, -0.21, 0.04, -0.21, 0.05, -0.20, 0.05, -0.22, 0.06, -0.10, -0.09, -0.18, -0.09, -0.18, -0.07, -0.12, -0.13, -0.18, -0.06, -0.17, -0.07, 0.06, -0.18, -0.07, 0.08, 0.07, 0.07, 0.11, 0.11, 0.11, 0.11, 0.08, 0.07, 0.07, 0.12, 0.10, 0.11, 0.07, 0.08, 0.07, 0.12, 0.11, 0.11, 0.12, 0.12, 0.07, 0.08, 0.08, 0.09, 0.11, 0.08, 0.06, 0.08, 0.11, 0.11, 0.07, 0.08, 0.07, 0.11, 0.11, 0.07, 0.08, 0.07, 0.11, 0.11, 0.07, 0.08, 0.07, -0.09, -0.20, -0.20, -0.17, -0.14, -0.16, -0.20, -0.19, -0.09, 0.10, 0.09, 0.08, 0.13, 0.13, 0.13, 0.13, 0.12, 0.13, 0.12, 0.13, 0.09, 0.07, 0.10, 0.12, -0.44, -0.05, -0.04, -0.47, 0.02, 0.06, 0.13, 0.13, 0.13, 0.13]
}

{
  "formula": "C46H63Br66NO3Si",
  "method": "wB97M-V/def2-TZVPD",
  "multiplicity": 1,
  "e_lumo_ev": -0.49,
  "e_homo_ev": -8.6,
  "fmax_ev_per_a": 9.61,
  "relative_energy_kcal_mol": 403.31,
  "elements": ["C", "Si", "C", "C", "C", "C", "C", "C", "C", "C", "C", "C", "O", "C", "O", "O", "C", "C", "C", "C", "C", "C", "N", "C", "C", "C", "C", "C", "C", "H", "H", "H", "H", "H", "H", "H", "H", "H", "H", "H", "H", "H", "H", "H", "H", "H", "H", "H", "H", "H", "H", "H", "H", "H", "H", "H", "H", "H", "H", "H", "H", "H", "H", "H", "H", "H", "H", "H", "H", "H", "C", "Br", "Br", "Br", "H", "C", "Br", "Br", "Br", "H", "C", "Br", "Br", "Br", "H", "C", "Br", "Br", "Br", "H", "C", "Br", "Br", "Br", "H", "C", "Br", "Br", "Br", "H", "C", "Br", "Br", "Br", "H", "C", "Br", "Br", "Br", "H", "C", "Br", "Br", "Br", "H", "C", "Br", "Br", "Br", "H", "C", "Br", "Br", "Br", "H", "C", "Br", "Br", "Br", "H", "C", "Br", "Br", "Br", "H", "C", "Br", "Br", "Br", "H", "C", "Br", "Br", "Br", "H", "C", "Br", "Br", "Br", "H", "C", "Br", "Br", "Br", "H", "C", "Br", "Br", "Br", "H", "C", "Br", "Br", "Br", "H", "C", "Br", "Br", "Br", "H", "C", "Br", "Br", "Br", "H", "C", "Br", "Br", "Br", "H"],
  "xyz": [[-2.7370, 1.2731, -3.3011], [-2.3304, 1.9099, -1.5298], [-1.5537, 3.7019, -1.7399], [-3.9644, 1.9478, -0.4827], [-4.8474, 0.5508, -0.6883], [-5.8444, 0.2885, 0.5938], [-5.0360, -0.2009, 1.9664], [-4.3762, -1.7098, 1.8221], [-4.5357, -2.6208, 3.1765], [-3.8104, -2.0006, 4.5131], [-3.0102, -3.1739, 5.3875], [-1.3935, -3.0035, 5.1768], [-0.6420, -2.8228, 6.4463], [0.6550, -3.5445, 6.2262], [1.9010, -3.1881, 6.5608], [0.1746, -4.7604, 5.4967], [-0.5405, -4.1277, 4.3430], [-1.3121, -5.2414, 3.4205], [-0.7649, -5.3426, 1.8663], [0.8531, -5.1390, 1.6996], [1.5622, -6.0874, 0.5660], [1.4609, -5.5187, -0.9733], [1.3839, -4.0126, -1.0917], [-0.9245, 0.8726, -0.6326], [-1.0490, 0.5782, 0.9901], [0.2015, -0.2644, 1.7065], [1.4962, -0.7465, 0.7757], [1.5788, -0.4637, -0.8671], [0.3238, 0.3803, -1.5780], [-2.3154, 2.0537, -4.0644], [-2.2816, 0.2310, -3.5775], [-3.9012, 1.2360, -3.4490], [-1.3796, 4.0805, -0.6249], [-2.2255, 4.4168, -2.3780], [-0.4692, 3.5308, -2.1968], [-3.7888, 2.1435, 0.6678], [-4.6624, 2.8170, -0.8629], [-5.4487, 0.6589, -1.7026], [-4.0522, -0.3040, -0.8372], [-6.3617, 1.3069, 0.8518], [-6.6791, -0.4942, 0.3001], [-5.8527, -0.2618, 2.8254], [-4.2654, 0.6334, 2.2549], [-4.9685, -2.2672, 0.9490], [-3.2186, -1.6458, 1.5469], [-4.0426, -3.6641, 2.9697], [-5.6658, -2.8457, 3.4731], [-3.0852, -1.1357, 4.1520], [-4.6223, -1.4542, 5.1959], [-3.2318, -2.9046, 6.5250], [-3.4279, -4.2516, 5.2045], [-1.1418, -2.0162, 4.5996], [0.3303, -3.4806, 3.8812], [-2.4866, -5.1310, 3.3946], [-1.1092, -6.3149, 3.8993], [-1.1047, -6.3685, 1.3612], [-1.3392, -4.5010, 1.2633], [1.0234, -3.9709, 1.5235], [1.3948, -5.3648, 2.7390], [2.7255, -6.1069, 0.8302], [1.1727, -7.2014, 0.6804], [0.5525, -6.0266, -1.5527], [2.4419, -5.8795, -1.5390], [0.3911, -3.6932, -0.9937], [2.0163, -3.5268, -0.3962], [-1.9683, 0.9411, 1.6204], [0.1594, -0.4681, 2.8808], [2.4066, -1.3190, 1.2885], [2.4744, -0.7996, -1.5421], [0.3165, 0.6282, -2.7417], [-2.0766, 0.1719, 8.4762], [-1.7988, 1.8023, 9.5003], [-3.2113, -1.0931, 9.4229], [-2.7442, 0.5454, 6.6877], [-1.0968, -0.3030, 8.3590], [4.9112, -0.8681, 5.5384], [5.4974, 0.0692, 7.1391], [3.2733, -0.1088, 4.8139], [6.3189, -0.9638, 4.1993], [4.6825, -1.8967, 5.8359], [-3.8782, 7.7337, -2.8346], [-3.9550, 5.9989, -3.7116], [-4.2396, 7.5975, -0.9281], [-2.1998, 8.6506, -3.1896], [-4.6753, 8.3466, -3.2681], [6.1906, -3.1560, 9.5225], [6.1195, -3.9254, 7.7372], [7.8626, -2.2134, 9.8384], [4.6457, -2.0320, 9.8883], [6.1546, -3.9896, 10.2316], [-0.6692, -3.9523, -4.6953], [-0.3914, -2.3218, -3.6711], [-1.8038, -5.2172, -3.7485], [-1.3368, -3.5787, -6.4837], [0.3106, -4.4271, -4.8124], [-5.6947, -3.9598, -4.8387], [-5.4169, -2.3294, -3.8145], [-6.8294, -5.2248, -3.8919], [-6.3624, -3.5863, -6.6271], [-4.7150, -4.4346, -4.9558], [-7.3609, 10.3229, -2.0178], [-7.4377, 8.5882, -2.8948], [-7.7223, 10.1867, -0.1113], [-5.6825, 11.2398, -2.3728], [-8.1580, 10.9359, -2.4513], [-3.6482, -9.1109, 4.3997], [-3.0620, -8.1736, 6.0004], [-5.2861, -8.3516, 3.6752], [-2.2405, -9.2066, 3.0606], [-3.8769, -10.1395, 4.6972], [2.0096, 3.3124, 6.7133], [1.7134, 3.9531, 8.5261], [0.5032, 2.2701, 6.0588], [2.4691, 4.7614, 5.4996], [2.8726, 2.6394, 6.7491], [7.9597, 0.3265, 0.5513], [7.7837, 2.1730, -0.0351], [6.3462, -0.7015, 0.1994], [9.5387, -0.5245, -0.2012], [8.0948, 0.3476, 1.6377], [-0.4956, 5.1680, -6.1432], [0.9590, 5.5565, -7.3751], [-0.7747, 3.2543, -5.9332], [-0.2500, 6.0560, -4.4300], [-1.4088, 5.5774, -6.5876], [-5.3019, 14.7063, -4.5318], [-5.4779, 16.5528, -5.1182], [-6.9154, 13.6783, -4.8836], [-3.7229, 13.8552, -5.2842], [-5.1668, 14.7273, -3.4454], [5.2267, 5.4958, -6.2465], [5.7801, 4.7403, -7.9516], [4.6398, 7.3414, -6.4291], [3.8867, 4.3936, -5.3672], [6.1095, 5.5037, -5.5987], [5.7086, 10.4977, -4.5349], [7.5839, 10.5598, -5.0485], [5.4889, 10.4349, -2.6031], [4.6912, 11.9514, -5.3323], [5.2986, 9.5641, -4.9338], [-1.7922, -13.5000, 4.4665], [-1.2061, -12.5627, 6.0673], [-3.4301, -12.7408, 3.7421], [-0.3845, -13.5957, 3.1275], [-2.0210, -14.5287, 4.7641], [10.9109, 11.8236, -3.5700], [11.0249, 12.7449, -5.2795], [12.6705, 11.3970, -2.8589], [9.8312, 12.8095, -2.2870], [10.4007, 10.8722, -3.7530], [9.4400, -6.5368, 9.2096], [9.1438, -5.8962, 11.0224], [7.9336, -7.5792, 8.5551], [9.8995, -5.0879, 7.9958], [10.3030, -7.2099, 9.2453], [-0.5129, 3.0249, -10.0941], [-0.6888, 4.8714, -10.6805], [-2.1264, 1.9969, -10.4460], [1.0662, 2.1739, -10.8465], [-0.3777, 3.0459, -9.0077], [-1.1040, -11.3069, -0.7557], [0.7760, -11.5183, -0.3026], [-2.2675, -11.9680, 0.6560], [-1.5289, -9.4727, -1.2445], [-1.2911, -11.9250, -1.6400], [-5.5720, 3.7873, -12.9749], [-4.1173, 4.1758, -14.2068], [-5.8510, 1.8736, -12.7650], [-5.3264, 4.6753, -11.2618], [-6.4852, 4.1967, -13.4193], [-1.7545, 4.6277, -17.8678], [-3.6382, 5.1010, -17.7588], [-0.6033, 6.1350, -17.4358], [-1.3371, 3.0650, -16.7872], [-1.5521, 4.3591, -18.9099], [10.5387, -5.2179, 14.5650], [12.0691, -4.0171, 14.5889], [10.9014, -6.8717, 15.5228], [8.9244, -4.3460, 15.2113], [10.3598, -5.4870, 13.5188]],
  "lowdin_charge": [-0.21, 0.53, -0.24, -0.28, -0.26, -0.21, -0.20, -0.21, -0.22, -0.23, -0.10, -0.21, -0.04, -0.22, 0.02, -0.05, -0.19, -0.11, -0.19, -0.22, -0.20, -0.28, -0.06, -0.21, -0.05, -0.06, -0.07, -0.06, -0.10, -0.04, 0.02, 0.05, 0.06, -0.04, 0.04, 0.07, 0.09, 0.10, 0.10, 0.11, 0.11, 0.12, 0.09, 0.12, 0.11, 0.09, 0.12, 0.08, 0.10, 0.11, 0.12, 0.14, 0.16, 0.10, 0.10, 0.11, 0.11, 0.09, 0.12, 0.11, 0.11, 0.10, 0.11, 0.04, 0.06, 0.07, 0.07, 0.08, 0.08, 0.08, -1.59, 0.55, 0.57, 0.57, -0.02, -1.58, 0.54, 0.55, 0.55, -0.06, -1.59, 0.57, 0.55, 0.54, -0.11, -1.57, 0.55, 0.53, 0.55, -0.03, -1.58, 0.58, 0.55, 0.56, -0.02, -1.61, 0.53, 0.55, 0.55, -0.06, -1.57, 0.59, 0.57, 0.54, -0.02, -1.60, 0.56, 0.56, 0.53, -0.09, -1.59, 0.55, 0.51, 0.56, -0.05, -1.61, 0.56, 0.52, 0.55, -0.04, -1.54, 0.54, 0.62, 0.54, -0.02, -1.61, 0.56, 0.53, 0.55, -0.03, -1.58, 0.57, 0.59, 0.54, -0.02, -1.61, 0.56, 0.56, 0.56, -0.12, -1.56, 0.57, 0.56, 0.54, -0.02, -1.63, 0.54, 0.56, 0.54, -0.06, -1.58, 0.58, 0.56, 0.55, -0.02, -1.60, 0.53, 0.54, 0.56, -0.08, -1.58, 0.55, 0.48, 0.54, -0.02, -1.60, 0.53, 0.55, 0.54, -0.02, -1.60, 0.53, 0.55, 0.55, -0.02, -1.62, 0.55, 0.55, 0.55, -0.11]
}